1.
A cluster of 7 separate species, C21H21F7O21 in total, computed with wB97M-V/def2-TZVPD.

```
70
Properties=species:S:1:pos:R:3:forces:R:3:mulliken_charge:R:1
C 8.151954 9.195261 -16.927914 1.0 0.1 0.4 -0.3527
C 9.257723 9.402574 -17.952647 -0.6 -1.1 -0.6 0.2623
O 10.111965 8.293324 -17.714682 -0.1 0.2 -0.8 -0.3504
C 9.732938 7.638386 -16.591455 0.7 1.1 0.6 0.6901
O 10.216999 6.629994 -16.213960 -0.2 -0.2 0.1 -0.4859
O 8.856457 8.441654 -15.933578 -0.7 -1.0 0.3 -0.3269
F 9.906704 10.565641 -17.805769 0.5 0.4 0.3 -0.2519
H 7.363038 8.569330 -17.338612 -0.3 0.3 0.0 0.3071
H 7.834667 10.120092 -16.458506 -0.3 0.0 -0.2 0.2405
H 8.930972 9.308518 -18.984342 0.0 0.2 -0.1 0.2699
C 9.267991 16.014783 -15.869890 0.0 1.1 0.0 -0.2890
C 8.621216 17.218917 -15.156841 0.2 -1.0 -0.7 0.3537
O 8.938221 18.273690 -16.023507 -0.6 0.0 0.2 -0.3284
C 10.033715 17.932763 -16.750117 0.9 0.6 0.1 0.6138
O 10.605623 18.674527 -17.481665 -0.3 -0.3 0.1 -0.5144
O 10.408838 16.679189 -16.449197 0.0 -0.6 -0.2 -0.3259
F 9.230990 17.439668 -13.957010 -0.3 0.0 0.0 -0.3010
H 8.654723 15.691230 -16.713039 -0.2 -0.2 0.3 0.2643
H 9.544241 15.195628 -15.215216 0.2 0.1 0.0 0.2029
H 7.540713 17.123433 -15.058874 0.1 0.3 0.3 0.3296
C 11.238811 8.328943 -7.185093 -0.5 0.6 -0.4 -0.5703
C 11.800598 8.493428 -8.580457 -0.5 0.6 -0.2 0.4714
O 10.618777 8.466639 -9.373783 -0.4 -0.1 0.2 0.0858
C 9.579322 7.922380 -8.646975 1.1 -1.0 -0.2 0.3534
O 8.509093 7.641224 -9.062776 -0.2 0.3 -0.4 -0.5030
O 10.028102 7.605705 -7.424740 -0.1 -0.1 0.6 -0.3865
F 12.632036 7.478585 -8.939149 -0.2 0.1 -0.1 -0.3122
H 10.918888 9.325132 -6.868909 0.4 0.0 0.4 0.3274
H 11.866006 7.835199 -6.454174 0.0 -0.1 -0.1 0.3485
H 12.248722 9.466183 -8.782044 0.4 -0.3 0.0 0.2347
C 10.500497 9.933196 -13.225322 -0.2 -0.7 -0.3 0.3213
C 10.067559 10.528698 -11.885826 1.1 0.8 -0.7 0.8509
O 9.462972 11.766242 -12.243372 0.0 -1.1 0.6 -0.2373
C 9.490677 11.914763 -13.579772 -1.9 1.2 -0.5 0.5368
O 8.924264 12.832840 -14.109315 0.7 -0.3 0.0 -0.5484
O 10.040356 10.890529 -14.197459 0.6 -0.8 0.0 -0.3454
F 11.149332 10.890693 -11.128291 -0.1 -0.6 0.3 -0.3200
H 10.048129 8.947572 -13.339320 -0.6 0.2 -0.4 -0.0147
H 11.550137 9.714867 -13.410845 0.2 0.7 0.5 -0.4676
H 9.403657 9.836023 -11.374353 0.0 0.5 0.6 0.1510
C 14.564557 9.696922 -13.097454 -0.6 -2.0 -0.9 -0.3038
C 14.163824 8.827802 -11.878331 0.6 0.5 -1.4 0.5121
O 14.067888 9.781091 -10.870479 -0.5 -0.9 0.5 -0.2447
C 14.687637 10.933618 -11.228291 -0.2 0.2 0.3 0.5943
O 14.825400 11.847786 -10.492043 0.2 0.1 -0.2 -0.5111
O 15.060899 10.857307 -12.509026 0.4 0.9 -0.7 -0.3501
F 15.194522 7.956991 -11.614091 -0.3 0.0 0.3 -0.3366
H 13.765765 9.809165 -13.845883 -0.5 0.9 0.8 0.1206
H 15.245464 9.172119 -13.775076 0.9 0.2 0.8 0.3384
H 13.251119 8.253177 -12.030676 0.0 0.0 0.5 0.2150
C 9.212945 3.727627 -10.849438 0.9 0.3 -0.6 -0.4492
C 10.340304 4.506004 -10.168065 0.3 -1.2 0.9 0.4422
O 10.700467 5.457334 -11.109853 0.7 0.5 0.4 -0.2145
C 9.665780 5.677065 -11.933427 -0.3 0.6 -0.5 0.6757
O 9.602329 6.590056 -12.696095 0.0 -0.2 0.1 -0.5248
O 8.724720 4.751197 -11.745517 -1.0 -0.6 0.2 -0.3498
F 11.443568 3.742523 -9.878622 -0.3 0.0 -0.4 -0.3317
H 8.494544 3.306181 -10.154634 -0.4 0.5 -0.2 0.2971
H 9.588984 2.924379 -11.485708 0.2 -0.1 0.2 0.2816
H 10.043583 4.934034 -9.205355 0.0 0.3 -0.2 0.1511
C 6.793926 14.009175 -11.102020 0.1 0.4 -1.0 -0.2689
C 8.126154 14.657979 -10.743320 -0.9 -1.2 0.2 0.4492
O 7.752402 15.358742 -9.570155 1.4 1.1 -0.1 -0.3526
C 6.779733 14.694942 -8.958172 -0.8 -0.9 0.5 0.6223
O 6.448767 14.798367 -7.823419 0.1 0.3 -0.2 -0.5124
O 6.224011 13.804434 -9.821290 -0.1 -0.5 0.0 -0.3509
F 8.659353 15.451204 -11.671970 -0.1 0.5 0.0 -0.2007
H 6.958748 13.107888 -11.689408 -0.2 -0.3 0.5 0.1633
H 6.121772 14.653277 -11.676328 0.3 0.2 0.0 0.3087
H 8.835931 13.866058 -10.495590 0.3 0.2 0.1 0.1469
```
Forces are in eV/Å.

* max |F|: 2.3 eV Å⁻¹
* SMILES: O=C1OC[C@@H](F)O1.O=C1OC[C@@H](F)O1.O=C1OC[C@@H](F)O1.O=C1OC[C@@H](F)O1.O=C1OC[C@@H](F)O1.O=C1OC[C@@H](F)O1.O=C1OC[C@@H](F)O1
* energy relative to the best compared isomer or geometry (same formula, charge and spin): 121.0 kJ/mol
* orbital gap: 11.24 eV
* multiplicity: 1
* HOMO energy: -0.409 Ha
* total charge: 0

---

2.
A structure of composition C39H106AgN9O10Pd, computed with wB97M-V/def2-TZVPD.

```
166
Properties=species:S:1:pos:R:3:forces:R:3:mulliken_charge:R:1
Pd 1.948920 2.868394 -1.772552 -0.6 -0.3 -0.4 0.0858
Ag 3.737342 -0.144924 -0.320906 -0.1 -0.4 0.4 0.3337
C 0.966450 -1.071089 0.612818 0.4 0.2 -0.8 -0.5347
C 0.325907 0.146312 -0.110158 -1.4 0.7 0.4 0.9815
C -0.662266 0.822742 0.868173 -0.6 -0.3 0.0 -2.0789
O 1.238759 1.039762 -0.658448 1.3 -0.3 0.3 1.3942
H 0.159844 -1.775269 0.807383 0.0 0.1 0.3 -0.0670
H 1.500008 -0.776745 1.510833 -0.3 -0.1 0.1 -0.0300
H 1.671062 -1.600151 -0.029891 0.2 0.1 0.0 -0.0839
H -0.276055 -0.208609 -0.959184 0.1 -0.5 0.0 0.1736
H -1.466412 1.362818 0.362782 0.2 0.0 -0.3 0.6339
H -0.253967 1.521278 1.600155 0.5 -0.1 -0.1 0.2269
H -1.171210 0.039423 1.438264 0.0 0.0 0.1 0.1522
C -3.644190 -3.003765 1.512175 0.2 1.6 -0.1 -1.5903
C -2.126273 -3.203752 1.396927 -1.2 -0.8 0.2 2.9118
C -1.438845 -3.002916 2.708221 0.4 -0.1 1.6 -1.4168
O -1.649244 -1.689227 3.199476 0.8 0.8 -1.0 0.1120
C -0.898551 -1.381138 4.374475 -1.5 -0.5 0.2 -0.9210
N -1.895100 -4.607265 0.933950 0.2 1.5 -0.7 -0.6997
H -3.864415 -2.033032 1.967578 0.2 0.0 0.2 0.1076
H -4.170641 -3.731699 2.124605 0.3 -0.4 -0.2 0.3763
H -4.083489 -2.875012 0.519756 -0.1 -0.6 0.0 0.4739
H -1.679676 -2.492685 0.691526 -0.4 0.2 -0.1 -1.5145
H -0.360303 -3.208691 2.633691 0.1 0.0 -0.2 0.1993
H -1.803498 -3.691336 3.481669 -0.1 -0.3 -0.3 0.6212
H 0.179194 -1.535915 4.315555 -0.1 -0.4 -0.2 0.2924
H -1.391021 -1.999028 5.131037 0.7 0.0 0.6 0.4052
H -1.084792 -0.343229 4.641475 -0.1 0.1 -0.2 0.2084
H -1.080879 -4.504463 0.325806 0.3 -0.6 0.3 0.0320
H -2.619607 -4.732553 0.225020 -0.3 -0.2 0.3 0.6629
C 1.877686 0.436257 3.836640 0.3 -1.1 -0.8 -1.1116
C 3.000226 1.246849 3.227261 0.0 0.7 0.5 0.1701
C 4.318678 1.115091 4.002751 0.1 0.9 -0.4 -0.6768
O 4.066579 1.656346 5.256509 -0.5 0.2 0.6 -0.3374
C 5.167607 1.915361 6.116121 0.3 -0.1 -0.8 -0.7415
N 3.216252 1.040834 1.781716 -0.4 0.0 -1.8 -0.3206
H 0.972177 0.478566 3.229459 -0.1 0.4 0.1 0.0489
H 1.678661 0.772900 4.849273 0.0 0.0 0.0 0.5992
H 2.141885 -0.627708 3.833584 0.1 0.0 0.3 0.1584
H 2.611675 2.271077 3.296996 0.6 0.2 0.4 0.2158
H 5.085582 1.721934 3.492378 0.0 -0.2 -0.1 0.4040
H 4.702381 0.087353 4.070776 -0.2 -0.1 -0.1 0.4008
H 4.756002 1.924152 7.118659 0.3 -0.2 0.1 0.2501
H 5.657087 2.870949 5.900981 -0.4 0.2 -0.1 0.2678
H 5.958250 1.180020 5.941024 -0.2 -0.3 0.5 0.3203
H 3.723094 1.838775 1.395855 0.4 0.0 0.6 0.3900
H 2.321063 1.221247 1.319489 -0.2 -0.3 0.3 -0.1597
C 2.600763 -0.272852 -5.290297 -1.1 0.4 -1.7 -1.4783
C 2.983897 1.026783 -4.608170 0.9 -0.5 0.7 0.5272
C 3.329267 2.160042 -5.565836 -0.6 0.4 0.2 -1.0289
O 4.325077 1.773871 -6.459528 0.0 -0.1 0.3 -0.3229
C 4.336628 2.571311 -7.645246 -0.6 0.3 0.9 -0.7540
N 1.939673 1.476403 -3.663433 -1.2 -0.4 0.4 0.3479
H 1.941117 -0.958986 -4.754155 0.6 -0.1 0.6 0.2379
H 3.435800 -0.767580 -5.782748 0.1 -0.1 0.4 0.4662
H 1.953703 -0.019355 -6.144708 0.1 0.1 0.0 0.4689
H 3.850202 0.806664 -3.973593 0.2 0.3 -0.1 0.0248
H 3.553704 3.075005 -4.999211 0.6 -0.1 0.2 0.4390
H 2.415250 2.501026 -6.078986 -0.2 -0.5 -0.4 0.4045
H 4.517145 3.622546 -7.394084 0.4 -0.1 0.0 0.3124
H 3.315213 2.557989 -8.040705 0.3 -0.2 -0.6 0.3415
H 5.108304 2.169551 -8.290045 -0.2 0.1 -0.2 0.2537
H 1.575072 0.626833 -3.221353 0.5 0.0 0.5 -0.1749
H 1.100867 1.653037 -4.224495 0.3 0.7 -0.1 0.0581
C -0.597443 5.290122 0.888501 0.6 2.0 -0.6 -1.5038
C -0.005022 4.380005 -0.169286 -1.0 -0.2 0.2 1.2902
C -0.717652 4.517189 -1.528988 -0.1 0.1 1.6 -0.5900
O -0.389281 3.390196 -2.326384 0.2 0.8 -0.6 -0.0842
C -1.021093 3.467672 -3.622344 -0.2 -0.9 0.5 -0.7923
N 1.430901 4.607314 -0.356361 0.9 0.2 -0.8 -0.5427
H 0.056336 5.357164 1.761075 -0.4 -0.7 0.3 0.4407
H -1.659751 5.187208 1.105378 0.1 -0.6 0.2 0.0527
H -0.514617 6.329738 0.533371 -0.1 0.0 -0.2 0.4588
H -0.127461 3.369320 0.227621 0.0 -0.2 -0.5 -0.7428
H -0.461835 5.481725 -1.983666 0.4 -0.1 -0.3 0.5324
H -1.784134 4.619132 -1.302335 -0.2 -0.5 -0.3 0.2499
H -0.501901 2.798098 -4.303009 0.2 0.2 0.0 0.1955
H -1.035789 4.477800 -4.024439 0.0 0.1 0.1 0.3243
H -2.014940 3.035924 -3.499347 -0.2 0.4 -0.2 0.3096
H 1.835523 5.047603 0.468164 0.2 -0.7 0.2 0.2721
H 1.569954 5.354611 -1.039408 -0.2 0.0 -0.1 0.3481
C -3.379045 7.416890 -0.527718 0.4 -1.6 0.7 -1.2150
C -4.468061 6.297396 -0.458950 -1.1 3.3 -0.8 1.0852
C -4.908508 5.983765 0.960005 1.3 -2.2 0.6 -1.2479
O -4.165124 4.798705 1.397624 -0.4 0.7 -0.5 0.1380
C -4.662744 3.561119 0.978368 0.7 -1.2 -0.3 -0.7331
N -5.659545 6.791238 -1.178270 -0.4 -0.4 -0.7 -0.8199
H -2.677785 7.145908 0.268839 0.4 0.4 -0.3 0.0504
H -3.710868 8.437882 -0.355289 -0.4 -0.1 0.1 0.4455
H -2.898707 7.358207 -1.505279 0.2 0.2 0.1 0.3153
H -4.098744 5.462431 -1.051753 -0.1 -0.5 0.6 -0.0540
H -5.969113 5.764821 1.077372 -0.1 0.2 -0.4 0.4468
H -4.593120 6.695963 1.722466 -0.2 0.5 -0.4 0.4109
H -3.857296 2.862879 1.229192 -0.2 -0.2 0.2 0.0440
H -4.804020 3.400836 -0.099506 -0.1 0.7 -0.1 0.4583
H -5.567177 3.178446 1.458741 -0.1 0.6 0.3 0.2465
H -5.437644 6.963439 -2.154452 0.0 -0.2 0.0 0.2459
H -5.968446 7.702094 -0.855547 0.1 -0.1 0.4 0.2738
C 6.282040 -1.328843 -1.803901 1.7 -0.4 0.6 -1.4576
C 5.199039 -2.371139 -1.836449 -1.7 -0.1 -0.6 0.3813
C 5.014256 -3.271983 -0.615169 0.9 1.1 0.3 -0.7575
O 4.692845 -2.444500 0.499727 -0.2 -0.2 0.0 -0.1073
C 4.855916 -3.120940 1.748881 0.7 0.4 -0.3 -0.8539
N 3.937199 -1.596014 -2.057421 -0.3 -0.1 0.3 0.2700
H 6.276092 -0.729787 -0.886552 -0.5 0.2 -0.1 0.2442
H 6.307303 -0.689179 -2.684975 -0.4 0.0 0.0 0.3731
H 7.293323 -1.748895 -1.748178 -0.2 -0.3 -0.2 0.4500
H 5.269443 -3.064180 -2.680780 0.5 0.1 -0.1 0.4806
H 5.994887 -3.741346 -0.483984 -0.1 -0.3 0.3 0.5466
H 4.241239 -4.037726 -0.701515 0.0 0.0 -0.5 0.2871
H 4.486896 -4.145862 1.701809 -0.2 0.0 0.1 0.3660
H 4.368016 -2.525880 2.516234 -0.2 -0.1 0.0 0.1421
H 5.924107 -3.145111 1.980394 0.0 -0.2 0.1 0.3025
H 3.981637 -1.160931 -2.973015 0.0 0.0 0.0 -0.1432
H 3.128727 -2.226497 -2.090899 -0.1 0.1 -0.1 0.0252
C -0.005791 -3.361675 -4.440092 -1.1 -0.5 0.2 -1.3116
C -0.185954 -2.658810 -3.077380 0.7 -0.2 -2.4 0.4627
C -1.561586 -2.993896 -2.484105 0.9 1.3 0.6 0.0660
O -2.540745 -2.582386 -3.393891 -0.3 -0.2 -0.2 -0.4825
C -3.814601 -2.553283 -2.783617 -0.4 0.6 0.0 -0.6936
N 0.988421 -2.937366 -2.252906 -0.6 0.0 0.5 -0.0492
H 0.097092 -4.433875 -4.250432 0.2 0.0 -0.2 0.2836
H 0.769832 -3.025555 -5.126106 0.4 0.2 0.5 0.2473
H -0.936645 -3.250738 -5.000407 0.0 0.0 0.0 0.4197
H -0.170133 -1.595054 -3.347176 -0.3 0.2 0.5 -0.1114
H -1.619203 -2.346924 -1.589694 -0.2 -0.1 0.2 -0.1499
H -1.657225 -4.022958 -2.118659 0.0 -0.2 -0.4 0.3810
H -4.607329 -2.246944 -3.467941 0.4 -0.4 -0.6 0.3658
H -3.856239 -1.737782 -2.048737 0.2 -0.4 0.5 0.2269
H -4.067524 -3.536277 -2.382054 -0.1 0.1 0.3 0.3034
H 0.950574 -3.928424 -1.998950 0.2 0.2 -0.1 0.0722
H 0.795456 -2.483455 -1.367343 0.2 0.0 0.2 -0.4309
C -4.620238 0.646344 3.361910 0.0 0.1 -0.6 -0.6162
C -4.333143 0.865541 4.846196 -0.3 -0.5 0.4 0.5651
C -3.911678 2.285972 5.140297 -0.2 1.4 -1.4 -0.5926
O -4.843650 3.233399 4.589238 -0.5 -0.3 -0.1 -0.3591
C -4.236227 4.460248 4.226837 0.5 -0.7 0.8 -0.4741
N -5.420576 0.404253 5.723728 -0.3 -0.2 -0.7 -0.7514
H -5.364893 1.351231 2.991016 0.2 0.2 0.0 0.2885
H -5.014018 -0.338643 3.099726 0.0 -0.2 0.6 0.4003
H -3.701345 0.705183 2.767804 0.0 0.4 0.0 -0.2046
H -3.442463 0.267964 5.061568 -0.1 -0.2 0.3 -0.1824
H -2.994181 2.423605 4.548932 0.3 0.0 0.3 0.2233
H -3.746416 2.601315 6.169298 0.1 -0.7 0.3 0.4514
H -3.911142 5.005184 5.120740 0.0 0.1 0.0 0.3692
H -4.912525 5.078321 3.652467 -0.2 -0.2 0.0 0.1545
H -3.359423 4.208542 3.625259 0.1 0.4 -0.1 0.1279
H -5.706237 -0.491481 5.328034 0.1 -0.2 0.5 0.2787
H -6.256603 0.954011 5.523140 0.2 0.4 0.2 0.3114
C 0.022389 -8.806399 -1.553684 1.6 -1.0 0.1 -1.5062
C -0.072497 -7.561663 -0.701762 -0.5 1.3 -1.1 0.8124
C 0.681872 -6.386579 -1.349264 0.7 -1.8 0.1 -1.0753
O 0.666092 -5.235362 -0.527178 -0.4 -0.3 -0.2 0.3302
C 1.392254 -5.337107 0.685703 0.4 2.1 0.5 -0.6493
N -1.493451 -7.191570 -0.672244 -0.3 -0.1 0.3 -0.6424
H -0.607090 -9.612272 -1.178634 -0.3 0.2 -0.1 0.3836
H 1.032025 -9.239935 -1.513429 0.0 0.1 0.3 0.3781
H -0.093243 -8.683043 -2.630780 -0.7 0.4 0.1 0.3486
H 0.395354 -7.694296 0.280818 -0.2 -0.3 0.1 0.2514
H 0.313023 -6.236155 -2.367036 -0.6 0.8 0.3 0.1729
H 1.723238 -6.679363 -1.550147 0.1 -0.1 0.4 0.3975
H 0.833871 -5.355595 1.627565 -0.8 -1.0 -0.5 0.2128
H 1.777789 -4.309290 0.786322 0.7 -0.2 -0.1 -0.1061
H 2.208472 -6.056055 0.718149 -0.1 -0.2 -0.4 0.4672
H -1.732769 -6.266682 -0.321071 0.7 -0.6 0.1 0.0214
H -1.983403 -7.838770 -0.063706 -0.1 0.0 -0.2 0.3063
```
Forces are in eV/Å.

* max |F|: 3.6 eV Å⁻¹
* ⟨S²⟩: 2.01
* energy relative to the best compared isomer or geometry (same formula, charge and spin): 0.0 kJ/mol
* orbital gap (spin up / spin down): 7.17 / 4.54 eV
* multiplicity: 3
* HOMO energy (spin up / spin down): -0.453 / -0.453 Ha
* total charge: +2